No. 1
Entry from the Open Molecules 2025 dataset: 2 unconnected molecules or ions with the total composition C2H3FN2O at a distorted geometry (ωB97M-V with the def2-TZVPD basis set).

Each line ends with the Löwdin charge.
Cartesian coordinates (Å):
H -0.339 2.150 0.342  0.1396
N 0.181 0.918 -1.488  0.1793
C 0.762 -1.278 0.825  -0.3002
H -0.236 -1.327 1.093  0.0985
O 1.447 -0.298 1.015  0.0643
N -1.039 0.255 -0.597  0.0162
C -0.261 1.381 -0.452  -0.3396
H -1.922 0.547 -1.044  0.0768
F 1.407 -2.347 0.306  0.0652

Values from the calculation:
Energy above the lowest of the compared OMol25 structures with the same formula, charge and spin: 60.21 kcal/mol
2S+1: 1
Electronic energy: -9863.999 eV
HOMO level: -0.3803 Ha
SMILES: C1=NN1.O=CF
LUMO: 0.79 eV

***

No. 2
Entry from the Open Molecules 2025 dataset: C2H3FNP in the gas phase at a distorted geometry (ωB97M-V with the def2-TZVPD basis set).

Each line ends with the Löwdin charge.
Cartesian coordinates (Å):
H -1.862 0.440 0.857  0.0279
F 2.175 0.962 0.097  -0.2622
C -0.341 0.735 -0.373  -0.1652
C -1.669 0.756 -0.109  -0.0477
N 1.632 -1.468 -0.216  -0.1990
H 1.388 -2.331 0.167  -0.0660
P 1.029 -0.110 0.368  0.7011
H -2.351 1.015 -0.791  0.0111

Values from the calculation:
Energy above the lowest of the compared OMol25 structures with the same formula, charge and spin: 40.75 kcal/mol
2S+1: 1
Electronic energy: -15615.745 eV
HOMO level (alpha / beta): -0.3393 / -0.3366 Ha
LUMO (alpha / beta): -1.52 / -1.34 eV

***

No. 3
Entry from the Open Molecules 2025 dataset: a molecular structure, C2H3FNaO2 (ωB97M-V with the def2-TZVPD basis set).

Each line ends with the Mulliken spin population.
Cartesian coordinates (Å):
C 0.765 1.083 -0.699  -0.0013
H 0.238 1.338 -1.620  -0.0004
H 1.828 0.843 -0.732  0.0001
Na 0.244 -1.779 -0.492  -0.0015
F -1.110 1.522 0.613  -0.0001
O -1.794 -2.289 0.050  0.5061
C 0.172 1.165 0.492  0.0015
O -0.988 -2.853 0.931  0.4960
H 0.643 0.971 1.457  -0.0003

Values from the calculation:
<S²>: 0.756
Energy above the lowest of the compared OMol25 structures with the same formula, charge and spin: 52.11 kcal/mol
2S+1: 2
Electronic energy: -13347.428 eV
HOMO level (alpha / beta): -0.2618 / -0.2422 Ha
LUMO (alpha / beta): -0.63 / -0.61 eV

***

No. 4
Entry from the Open Molecules 2025 dataset: 2 unconnected molecules or ions with the total composition C2H3FO2 at a distorted geometry (ωB97M-V with the def2-TZVPD basis set).

Each line ends with the Löwdin charge.
Cartesian coordinates (Å):
H 0.913 0.791 0.338  0.0277
O -0.437 -0.869 0.080  0.1930
H 1.368 -0.917 0.580  0.0705
O -2.649 -0.376 -0.086  0.3700
C -1.527 -0.407 0.063  -0.1793
F 0.090 2.362 -0.054  -0.6878
H 1.366 -0.380 -0.952  0.1329
C 0.876 -0.204 0.031  0.0730

Values from the calculation:
Energy above the lowest of the compared OMol25 structures with the same formula, charge and spin: 103.06 kcal/mol
2S+1: 1
Electronic energy: -8930.526 eV
HOMO level: -0.3184 Ha
LUMO: -1.43 eV

***

No. 5
Entry from the Open Molecules 2025 dataset: C2H3FO2 in the gas phase at a distorted geometry (ωB97M-V with the def2-TZVPD basis set).

Each line ends with the Löwdin charge.
Cartesian coordinates (Å):
O -0.569 -0.181 -1.756  -0.0776
H 0.521 1.239 0.971  0.1184
H -1.076 0.981 0.620  0.1379
O 0.065 0.889 -1.127  -0.1977
H 1.036 -1.089 -0.417  0.1442
F -0.122 -1.690 1.176  0.1127
C -0.052 0.667 0.266  -0.1812
C 0.196 -0.816 0.265  -0.0566

Values from the calculation:
Energy above the lowest of the compared OMol25 structures with the same formula, charge and spin: 155.47 kcal/mol
2S+1: 1
Electronic energy: -8928.254 eV
HOMO level (alpha / beta): -0.3550 / -0.3094 Ha
LUMO (alpha / beta): -0.17 / -1.10 eV

***

No. 6
Entry from the Open Molecules 2025 dataset: C2H3FO2 in the gas phase at a distorted geometry (ωB97M-V with the def2-TZVPD basis set).

Each line ends with the Mulliken spin population.
Cartesian coordinates (Å):
H -0.477 0.947 -0.922  0.0199
C 0.735 -0.689 -0.266  0.6223
H 0.412 -1.429 -1.192  0.1820
O 1.705 -0.979 0.364  0.9117
F -2.260 -0.762 -0.310  -0.0024
C -0.193 0.455 -0.061  0.1402
H 0.337 1.078 0.689  -0.0010
O -1.543 -0.001 0.570  0.1273

Values from the calculation:
<S²>: 2.008
Energy above the lowest of the compared OMol25 structures with the same formula, charge and spin: 62.29 kcal/mol
2S+1: 3
Electronic energy: -8926.682 eV
HOMO level (alpha / beta): -0.2604 / -0.3990 Ha
LUMO (alpha / beta): 1.00 / -3.09 eV

***

No. 7
Entry from the Open Molecules 2025 dataset: 2 unconnected molecules or ions with the total composition C2H3FO3 at a distorted geometry (ωB97M-V with the def2-TZVPD basis set).

Each line ends with the Löwdin charge.
Cartesian coordinates (Å):
O 1.108 -0.860 0.518  -0.0432
O -2.879 -0.798 -0.153  0.2198
C -2.660 0.208 0.348  -0.4526
H 0.749 0.051 -1.341  0.1242
O -2.346 1.155 0.888  0.2268
H 1.795 -1.539 0.423  0.0969
C 1.204 0.260 -0.347  -0.2953
H 0.504 0.989 0.079  0.1148
F 2.527 0.533 -0.415  0.0086

Values from the calculation:
Energy above the lowest of the compared OMol25 structures with the same formula, charge and spin: 0.00 kcal/mol
2S+1: 1
Electronic energy: -10982.700 eV
HOMO level: -0.4055 Ha
SMILES: O=C=O.OCF
LUMO: 0.51 eV

***

No. 8
Entry from the Open Molecules 2025 dataset: C2H3FS in the gas phase at a distorted geometry (ωB97M-V with the def2-TZVPD basis set).

Each line ends with the Löwdin charge.
Cartesian coordinates (Å):
H 1.409 0.432 -0.594  0.1447
C -0.566 0.368 0.299  -0.4685
H -0.439 1.414 0.487  0.0626
S -0.938 -0.279 -1.330  0.8306
C 0.577 -0.290 -0.306  -0.7227
F 0.856 -1.433 0.202  0.0346
H -0.899 -0.211 1.242  0.1187

Values from the calculation:
Energy above the lowest of the compared OMol25 structures with the same formula, charge and spin: 11.97 kcal/mol
2S+1: 1
Electronic energy: -15674.001 eV
HOMO level: -0.3407 Ha
SMILES: F[C@@H]1CS1
LUMO: 1.03 eV